[1]
The molecule C8H13NOS, computed with ωB97M-V/def2-TZVPD.

```
24
Properties=species:S:1:pos:R:3:mulliken_charge:R:1
C 1.9606 2.4503 -0.1342 -1.3377
C 2.7624 1.5014 -0.5549 0.9048
C 1.0892 -1.8371 0.8791 0.1902
C -2.6090 -0.6929 -1.0089 -1.5684
C -0.5945 0.8298 -0.6392 -0.9345
C 0.2650 -1.1005 1.7072 -0.2852
C -1.2094 -0.9684 1.0235 -0.7460
C -1.0749 -0.5922 -0.4621 0.6011
N 3.5430 0.6131 -0.8263 -0.1303
O 3.6231 -0.6656 -0.7589 -0.4398
S 2.1547 -1.8936 -0.1856 -0.1263
H 1.2797 2.8768 -0.8221 0.3225
H 2.1060 2.9369 0.7822 0.3043
H -2.6989 -0.1618 -1.9538 0.4052
H -3.3045 -0.1525 -0.3515 0.3549
H -3.0197 -1.6098 -1.1661 0.4712
H -1.3096 1.6100 -0.2902 0.2865
H 0.3260 0.9854 0.0299 -0.1158
H -0.3146 1.0012 -1.6220 0.4996
H -0.0212 -1.6342 2.5773 0.3227
H 0.7153 -0.1156 2.0629 0.3017
H -1.5548 -2.0423 1.1010 0.3259
H -1.8121 -0.1243 1.5496 0.2927
H -0.3018 -1.2141 -0.9370 0.1007
```

Properties
Relative energy (zero: lowest compared OMol25 entry of this formula, charge and spin) (eV): 6.6652
Max |F| (eV/Å): 3.94

[2]
The molecule C4H8O2, computed with ωB97M-V/def2-TZVPD.

```
14
Properties=species:S:1:pos:R:3:mulliken_charge:R:1
C 0.0416 0.7303 -2.0800 -1.1059
C 1.0109 0.5237 -0.9335 -0.1651
C 1.0596 -0.7325 1.0253 -0.3283
O 0.2944 -0.0605 0.1681 -0.1256
O 0.3161 -1.1243 2.0404 -0.0652
C -1.0860 -0.8114 2.1411 -0.5692
H 0.5116 1.3277 -2.8681 0.3696
H -0.2718 -0.2242 -2.5136 0.2903
H -0.8502 1.2625 -1.7342 0.2991
H 1.8414 -0.1364 -1.1972 0.3509
H 1.4274 1.4768 -0.5911 0.2715
H -1.3590 -1.0236 3.1753 0.2659
H -1.2728 0.2370 1.9047 0.2575
H -1.6633 -1.4450 1.4628 0.2545
```

Properties
Relative energy (zero: lowest compared OMol25 entry of this formula, charge and spin) (eV): 2.8329
Max |F| (eV/Å): 0.53

[3]
C3H3GdO2 as an isolated structure, computed with ωB97M-V/def2-TZVPD.

```
9
Properties=species:S:1:pos:R:3:lowdin_spin:R:1
O 0.4542 -1.2441 -0.1874 0.2695
Gd 3.5118 2.1539 0.5802 6.1827
O 1.7379 0.4924 0.2851 0.0473
C 1.3318 -0.3650 -0.4673 0.5864
C -0.9146 -0.9070 -0.3333 0.4155
C -1.4164 0.1811 0.2400 0.4479
H -1.3722 -1.5297 -1.0982 0.0141
H -0.9810 0.6367 1.1303 0.0175
H -2.3515 0.5817 -0.1495 0.0191
```

Properties
Relative energy (zero: lowest compared OMol25 entry of this formula, charge and spin) (eV): 1.5249
Spin multiplicity: 9
Max |F| (eV/Å): 4.81
Charge: +3

[4]
C11H35O7Ti as an isolated structure, computed with ωB97M-V/def2-TZVPD.

```
54
Properties=species:S:1:pos:R:3:lowdin_spin:R:1
Ti -1.6272 -1.8505 0.7809 2.6433
O 0.1497 -0.5173 0.5074 0.0574
H 0.2109 -0.2533 -0.4109 0.0036
C 1.6020 2.3809 2.2231 0.0006
O 1.9139 1.0206 2.0313 0.0020
H 1.2309 2.8454 1.2965 0.0002
H 0.8004 2.4962 2.9705 0.0002
H 2.4690 2.9475 2.5580 0.0001
H 1.1984 0.5965 1.5031 0.0009
C -3.7209 2.4301 1.8114 0.0012
C -2.2599 2.0369 1.9146 0.0052
O -2.1137 0.7305 1.3616 0.0547
H -4.3304 1.7062 2.3507 0.0005
H -4.0465 2.4452 0.7705 0.0002
H -3.8839 3.4113 2.2588 0.0002
H -1.9843 2.0474 2.9766 0.0004
H -1.5619 2.7091 1.4117 0.0005
H -1.1841 0.5403 1.0989 0.0034
C -1.3829 -2.0449 -2.9662 0.0111
C -2.6544 -1.4199 -2.4389 0.0104
O -2.9204 -1.9824 -1.1404 0.0917
H -1.4941 -3.1167 -3.1328 0.0012
H -0.5381 -1.9087 -2.2892 0.0058
H -1.1199 -1.6051 -3.9300 0.0008
H -3.4893 -1.5752 -3.1245 0.0009
H -2.5450 -0.3375 -2.3043 0.0023
H -3.7614 -1.6533 -0.7906 0.0272
C 1.5211 -3.7597 3.8646 0.0015
C 1.5898 -2.6813 2.8033 0.0056
O 0.3274 -1.9982 2.7436 0.0501
H 2.4496 -4.3172 4.0051 0.0000
H 0.7490 -4.4500 3.5215 0.0016
H 1.3298 -3.3858 4.8715 0.0001
H 1.7697 -3.1389 1.8262 0.0027
H 2.3580 -1.9294 3.0008 0.0003
H 0.4358 -1.3607 2.0197 0.0042
C -0.1947 2.4845 -2.7164 0.0002
C -0.4086 2.9675 -1.2889 0.0005
O 0.3555 4.1851 -1.1759 0.0001
H -0.6915 3.1444 -3.4264 0.0000
H -0.5548 1.4551 -2.8109 0.0002
H 0.8537 2.4551 -3.0154 0.0000
H 0.0023 2.2195 -0.6077 0.0005
H -1.4492 3.2488 -1.1273 0.0001
H 0.1791 4.5975 -0.3238 0.0000
C 3.7882 -1.4564 -2.6833 0.0001
C 2.4223 -1.1179 -2.1207 0.0005
O 2.1758 -1.8714 -0.9474 0.0047
H 3.8338 -2.5287 -2.8890 0.0000
H 4.5701 -1.1837 -1.9767 0.0000
H 3.9431 -0.9457 -3.6353 0.0000
H 1.6714 -1.3496 -2.8882 0.0000
H 2.4299 -0.0345 -1.9367 0.0002
H 1.5866 -1.3277 -0.3847 0.0005
```

Properties
Relative energy (zero: lowest compared OMol25 entry of this formula, charge and spin) (eV): 0.0000
Spin multiplicity: 4
Max |F| (eV/Å): 1.67